1.
61
Properties=species:S:1:pos:R:3:forces:R:3 method="wB97M-V/def2-TZVPD" smiles="COc1ccc(C(=O)N[C@@H]2CCCc3ccccc32)cc1OC1CCN(C(C)=O)CC1" e_homo_ev=-8.26 de_lowest_kcal_mol=0.0
C -3.4475 -5.3843 -0.1703 -0.05 -0.25 -0.04
O -3.0741 -4.0437 0.0328 0.27 0.37 0.01
C -1.7732 -3.6994 -0.1560 -0.11 0.18 0.03
C -0.7579 -4.5714 -0.5141 -0.25 -0.02 0.05
C 0.5376 -4.1118 -0.6900 0.23 0.29 0.03
C 0.8410 -2.7779 -0.4835 -0.25 -0.33 -0.15
C 2.2300 -2.2972 -0.7300 -0.05 0.04 0.18
O 2.9473 -2.7684 -1.5912 0.11 -0.19 -0.21
N 2.6258 -1.2841 0.0788 0.08 0.16 0.19
C 3.8421 -0.5264 -0.1302 0.17 -0.22 0.07
C 4.7961 -0.6837 1.0544 0.14 0.01 -0.35
C 5.9583 0.2877 0.9005 -0.13 0.07 0.26
C 5.4418 1.7166 1.0224 0.17 -0.12 0.01
C 4.2511 1.9683 0.1384 -0.03 0.05 -0.02
C 3.8751 3.2790 -0.1376 -0.07 0.02 -0.05
C 2.7782 3.5601 -0.9286 0.04 0.11 0.03
C 2.0415 2.5207 -1.4723 -0.07 -0.06 -0.06
C 2.4093 1.2157 -1.2094 -0.02 0.05 -0.04
C 3.5019 0.9244 -0.3979 -0.01 0.07 -0.03
C -0.1767 -1.8892 -0.1285 -0.10 0.01 0.07
C -1.4776 -2.3273 0.0283 -0.17 -0.17 0.04
O -2.5436 -1.5503 0.3654 0.03 -0.26 -0.01
C -2.3878 -0.1512 0.5075 -0.17 0.42 -0.13
C -3.6222 0.3528 1.2580 0.37 -0.04 0.03
C -3.5608 1.8754 1.4034 -0.18 -0.25 0.16
N -3.4512 2.4999 0.1079 0.33 -0.09 0.04
C -4.3963 3.2483 -0.5171 -0.19 0.16 0.25
C -5.6458 3.5739 0.2746 0.01 0.09 -0.25
O -4.2342 3.6573 -1.6500 -0.13 0.14 -0.35
C -2.2780 2.0789 -0.6296 0.09 -0.04 -0.38
C -2.2982 0.5661 -0.8448 0.15 -0.07 0.30
H -3.2521 -5.7057 -1.1985 0.01 0.01 0.04
H -2.9329 -6.0563 0.5244 -0.01 0.03 -0.04
H -4.5188 -5.4218 0.0208 0.08 -0.05 -0.02
H -0.9669 -5.6175 -0.6694 -0.07 -0.09 0.01
H 1.3227 -4.7878 -0.9893 0.08 -0.06 -0.06
H 2.0139 -0.9677 0.8133 -0.03 -0.09 -0.06
H 4.3024 -0.9605 -1.0279 -0.04 0.06 0.19
H 4.2603 -0.4697 1.9833 -0.04 -0.02 0.07
H 5.1506 -1.7144 1.0967 -0.09 -0.03 0.03
H 6.4217 0.1441 -0.0774 0.08 -0.02 -0.04
H 6.7149 0.0999 1.6643 0.05 -0.01 -0.07
H 5.1489 1.9075 2.0609 0.07 0.01 0.01
H 6.2331 2.4284 0.7763 -0.04 0.04 0.05
H 4.4583 4.0883 0.2792 0.06 0.09 0.05
H 2.5024 4.5848 -1.1286 -0.02 0.09 -0.01
H 1.1887 2.7271 -2.1020 -0.07 0.02 -0.07
H 1.8499 0.4007 -1.6470 -0.07 -0.06 -0.04
H 0.0558 -0.8416 -0.0160 -0.03 0.12 0.00
H -1.4932 0.0723 1.1106 -0.07 -0.04 -0.05
H -3.6740 -0.1193 2.2392 -0.01 -0.03 0.03
H -4.5096 0.0640 0.6936 -0.07 -0.01 -0.02
H -4.4405 2.2350 1.9321 0.09 0.03 0.00
H -2.6737 2.1462 1.9916 -0.11 0.02 0.04
H -5.3998 4.1230 1.1806 -0.02 -0.02 0.12
H -6.1866 2.6673 0.5359 -0.06 -0.06 0.11
H -6.2815 4.1946 -0.3510 0.04 -0.02 -0.01
H -2.2871 2.6031 -1.5864 0.10 -0.05 0.18
H -1.3804 2.3677 -0.0691 -0.01 0.02 -0.04
H -1.4073 0.2575 -1.3920 0.02 -0.02 -0.04
H -3.1711 0.2919 -1.4397 -0.02 -0.02 -0.03



2.
56
Properties=species:S:1:pos:R:3:forces:R:3 method="wB97M-V/def2-TZVPD" e_homo_ev=-7.30 de_lowest_kcal_mol=72.3 total_charge=-1
O 1.6628 -0.2345 1.2191 0.55 1.00 -0.99
H 3.3307 -2.2546 2.4740 -0.11 -0.64 -0.38
H 0.8982 -0.4817 0.6944 -0.75 -0.91 0.46
O 3.4967 1.0400 0.3222 0.87 0.96 -1.10
H -2.0810 2.3593 0.8102 0.37 0.33 -0.03
H 2.7986 1.2141 -0.3306 0.41 -0.25 0.32
O -1.7060 -0.0815 -2.4795 -1.59 1.05 -2.89
H -0.5881 -1.7761 1.6122 0.93 -0.51 0.13
H 2.5372 3.3585 1.6915 -1.25 -0.75 0.49
O -2.1352 -3.2255 -1.5768 -0.79 1.45 1.05
H -2.2535 -2.5246 -0.8850 -0.21 -0.90 -0.26
H -1.7763 -2.6158 -2.2183 0.48 -0.09 -1.01
O 3.1141 -3.4884 -0.4961 -0.38 -0.34 -1.26
H -2.6308 2.2013 -2.9677 0.19 0.01 -0.39
H 2.8524 -2.6219 -0.1782 -0.14 0.23 0.26
O -0.7815 -0.7002 -0.0630 -0.31 -0.37 0.37
H 0.6580 -1.3387 -1.7655 -0.02 1.03 -0.37
H -0.5290 0.1991 0.1153 -0.16 0.82 0.04
O 1.9365 2.6062 1.9457 1.49 0.39 -0.42
H -2.2894 -0.4402 0.2957 0.32 0.57 -0.09
H 2.4106 1.8783 1.4707 -0.45 0.05 0.47
O -3.1148 0.1307 0.4229 -0.06 0.60 -0.83
H -0.5231 3.2745 -2.1918 0.57 1.48 -0.21
O -0.5690 -4.4643 0.1012 0.48 -0.67 -0.04
H 0.2848 -2.0958 -0.5191 0.11 0.29 -0.22
H 0.2491 -4.6694 -0.3841 -0.34 0.25 0.41
O 0.0143 -2.5121 1.8930 -1.28 0.31 -0.09
H -0.7500 2.4979 1.5080 0.43 -0.22 0.20
H -0.3880 -3.2661 1.4011 0.68 0.12 0.27
O 0.7094 4.6353 0.7834 0.36 1.67 -1.19
H 0.0748 4.6772 0.0371 0.51 -0.42 0.82
H 0.4085 4.0103 1.4236 -0.30 -0.41 0.14
O -1.3207 2.9702 0.9036 -1.31 -0.80 -0.26
H -1.1097 -0.5271 -1.9248 1.08 -0.62 2.24
H 0.0731 0.5183 -5.0872 -1.04 0.34 0.48
O 0.7628 -2.1821 -1.3647 0.64 -1.73 -0.11
H 0.9114 1.4776 -4.0292 -1.06 0.00 -0.13
H -3.7689 -0.4598 0.7839 -0.36 -0.39 -0.20
O 0.2604 3.8777 -2.0167 -0.43 -2.88 0.11
H -2.2456 0.5038 -1.9425 0.22 -0.51 0.61
H -1.1448 -4.0409 -0.5626 0.12 -0.20 -0.25
O -3.6087 -0.7435 2.7236 -1.16 -0.88 1.01
H -3.5795 0.1158 2.3306 0.19 0.97 -0.34
H -2.7732 -0.8286 3.1545 0.83 -0.44 0.43
O 0.8900 0.8107 -4.7167 2.10 -0.34 -0.32
H 2.6107 -3.5155 -1.3487 0.54 0.05 1.13
H 1.6580 -0.5607 2.0978 -0.85 -0.91 0.82
O -1.9853 2.6567 -3.5248 0.03 -0.12 -0.30
H 0.8486 3.1389 -1.7034 -0.20 1.51 -0.04
H -1.6771 2.0008 -4.1798 -0.32 0.29 0.74
O 3.9360 -1.5195 2.3654 -0.88 1.44 1.87
H 3.5319 -0.9014 3.0567 1.20 -0.89 -1.42
H 3.4393 0.0927 0.4803 -0.21 -0.10 0.25
O -0.1497 0.4539 3.7124 1.12 -0.05 0.60
H -1.0733 0.3177 3.5838 -0.80 0.12 -0.40
H 0.1927 1.0530 3.0430 -0.06 0.09 -0.18



3.
13
Properties=species:S:1:pos:R:3:forces:R:3 method="wB97M-V/def2-TZVPD" smiles="CNCC(=O)O" e_homo_ev=-9.27 de_lowest_kcal_mol=44.0
C 1.2236 0.4501 1.0646 0.58 -0.84 -1.04
N 0.7088 0.9047 -0.2402 -0.29 -1.31 -0.42
C 0.1452 -0.2236 -1.0282 -0.78 4.11 -3.43
C -1.1809 -0.8016 -0.6676 -1.66 -1.31 -0.47
O -1.9302 -1.5664 -1.2403 1.32 0.49 -0.14
O -1.4966 -0.2368 0.4594 1.23 1.99 2.16
H 1.1383 1.2750 1.7593 0.00 -0.16 0.39
H 2.2914 0.1262 0.9796 -0.72 0.51 -0.01
H 0.6633 -0.4511 1.3374 0.10 0.35 0.80
H -0.0935 1.4660 -0.0706 -0.39 0.91 0.35
H 0.9003 -0.8920 -1.1337 1.95 -2.48 -0.54
H -0.0601 0.2454 -2.1312 0.57 -1.30 2.34
H -2.3095 -0.2960 0.9114 -1.92 -0.95 0.00



4.
13
Properties=species:S:1:pos:R:3:forces:R:3 method="wB97M-V/def2-TZVPD" e_homo_ev="-12.77 / -12.77" de_lowest_kcal_mol=14.4 total_charge=+1
C 0.2315 0.1972 0.0661 1.40 2.20 -0.47
C 1.1159 -0.9293 -0.0305 -0.92 2.18 -0.43
C -1.1714 0.4909 -0.0787 0.62 -2.77 0.59
C 2.5157 -0.7800 -0.0920 -3.87 2.06 0.83
P -2.4906 -0.6576 0.0244 0.82 0.47 0.05
S -4.0866 0.6406 -0.0347 -0.85 -1.39 0.83
S 3.4741 0.5992 0.0383 -1.12 1.69 -1.07
H 0.9085 1.1402 0.2124 -1.95 -1.40 -0.07
H 0.5860 -1.8340 -0.1721 0.42 -1.36 -0.07
H -1.5548 1.4660 -0.0077 0.43 1.53 0.01
H 3.0191 -1.6550 -0.0589 1.96 -2.66 -0.07
H -5.0412 -0.2896 0.5121 1.36 1.13 -0.93
H 2.4939 1.6114 -0.3786 1.70 -1.67 0.79



5.
77
Properties=species:S:1:pos:R:3:forces:R:3 method="wB97M-V/def2-TZVPD" e_homo_ev=-8.18
C 2.2388 -2.1626 -2.5069 -1.14 0.17 0.36
C 3.4928 -2.8824 -2.3902 1.16 -0.71 0.28
C 4.7061 -2.1544 -2.4077 -0.64 -0.44 -0.19
C 5.9276 -2.8149 -2.3911 -0.06 -0.50 0.05
C 5.9667 -4.2179 -2.3401 -0.19 0.36 0.14
C 4.7761 -4.9483 -2.2464 -0.17 0.32 0.08
C 3.5409 -4.2947 -2.2458 0.50 0.65 -0.33
C 1.0343 -2.6899 -2.2387 0.05 0.74 -0.59
C -0.2422 -1.8559 -2.3466 0.19 -1.09 -1.04
C -1.4992 -2.7087 -2.5983 0.41 0.24 -0.12
C -2.5047 -2.2517 -3.4569 0.16 -0.32 -0.06
C -3.6042 -3.0633 -3.7359 0.17 0.07 0.07
C -3.7231 -4.3127 -3.1219 0.09 -0.04 0.15
C -2.7825 -4.7193 -2.1725 0.31 0.36 0.07
C -1.6799 -3.8967 -1.8909 -0.32 -0.31 -0.34
H 2.3016 -1.0891 -2.7545 -0.01 -0.59 -0.06
H 4.6509 -1.0631 -2.4606 0.10 -0.35 -0.02
H 6.8500 -2.2397 -2.4214 -0.12 -0.15 -0.01
H 6.9248 -4.7351 -2.3430 -0.21 0.11 -0.01
H 4.8032 -6.0355 -2.1701 0.04 0.27 -0.03
H 2.6146 -4.8717 -2.1819 0.39 0.18 -0.10
H 0.9423 -3.7233 -1.9109 0.01 0.21 -0.09
H -0.1124 -1.1331 -3.1753 -0.14 -0.26 0.31
H -2.4098 -1.2538 -3.8981 -0.03 -0.44 0.01
H -4.3517 -2.7173 -4.4514 0.13 -0.15 0.24
H -4.5526 -4.9719 -3.3702 0.11 0.18 0.05
H -2.8738 -5.6764 -1.6523 -0.10 0.32 -0.21
H -0.9497 -4.1946 -1.1298 -0.30 0.00 -0.36
C -2.8551 3.7364 2.9918 -0.38 -0.14 0.28
C -1.4025 3.3233 3.1206 -0.42 0.10 0.31
C -0.6216 4.5062 3.7194 0.01 -0.09 0.07
C -1.1097 1.9293 3.8534 -0.79 -0.15 0.20
C -0.7479 2.0057 5.3309 0.02 0.16 0.07
C -2.2516 0.9373 3.6772 -0.18 -0.07 -0.01
O 0.0381 1.3868 3.1536 -0.16 1.65 -0.34
B 0.2004 2.3050 2.1300 0.32 -0.75 -1.39
C 1.5505 2.5337 1.4199 0.36 -0.32 -0.41
C 1.6536 3.4676 0.3691 0.38 -0.33 0.45
C 2.9145 3.8657 -0.0726 -0.04 -0.09 0.09
C 4.0672 3.3135 0.4993 -0.39 -0.04 0.30
C 3.9579 2.3025 1.4613 -0.02 0.06 -0.02
C 2.7058 1.8973 1.9099 -0.26 0.49 -0.38
C -0.4805 -1.1367 -1.0695 -0.26 1.86 2.10
C 0.6325 -0.1779 -0.5640 -0.04 -0.64 0.53
C -1.7712 -0.3165 -1.1048 0.51 -0.27 0.05
C -2.9045 -0.7952 -0.4475 -0.27 0.61 -0.45
C -4.0977 -0.0762 -0.5299 0.00 -0.20 0.15
C -4.1537 1.1376 -1.2140 0.35 -0.16 0.07
C -2.9832 1.6558 -1.7776 0.10 -0.21 -0.19
C -1.7929 0.9131 -1.7729 -0.95 0.15 0.28
O -0.8975 3.0927 1.7911 0.84 -0.49 1.04
H -3.2498 4.0013 3.9822 -0.04 -0.07 -0.21
H -2.9220 4.6273 2.3509 0.08 -0.28 0.17
H -3.4819 2.9460 2.5608 0.21 0.22 0.05
H -1.0794 4.8107 4.6712 0.25 -0.05 -0.20
H 0.4388 4.2631 3.8855 -0.26 0.06 -0.02
H -0.6682 5.3519 3.0154 -0.01 -0.31 0.24
H -1.5496 2.4904 5.9084 0.21 -0.14 -0.14
H -0.6216 0.9753 5.6990 0.01 0.41 -0.04
H 0.1890 2.5550 5.4912 -0.26 -0.14 -0.04
H -3.1303 1.2796 4.2392 0.10 -0.16 -0.16
H -2.5208 0.7975 2.6216 0.07 0.11 0.22
H -1.9360 -0.0332 4.0823 -0.08 0.21 -0.11
H 0.7404 3.8691 -0.0748 0.30 0.07 0.24
H 2.9881 4.6413 -0.8313 0.11 -0.17 0.06
H 5.0451 3.7061 0.2422 -0.07 -0.15 -0.15
H 4.8392 1.8512 1.9097 0.00 0.12 -0.22
H 2.5943 1.1041 2.6488 0.11 0.28 -0.04
H -0.6096 -1.8877 -0.2701 0.04 0.09 -0.27
H 0.3568 0.1281 0.4623 0.11 -0.07 -0.46
H 1.5877 -0.7173 -0.4842 -0.19 0.41 -0.11
H 0.7287 0.7419 -1.1524 0.17 -0.36 0.01
H -2.8781 -1.7539 0.0666 0.06 0.18 -0.06
H -4.9811 -0.4875 -0.0391 0.11 0.19 -0.22
H -5.1040 1.6546 -1.3246 0.24 0.06 0.17
H -2.9953 2.6450 -2.2343 -0.05 -0.26 -0.05
H -0.9160 1.3111 -2.2919 -0.29 -0.20 0.29



6.
14
Properties=species:S:1:pos:R:3:forces:R:3 method="wB97M-V/def2-TZVPD" e_homo_ev=-8.72 de_lowest_kcal_mol=101.5
N 1.1775 1.0378 -0.4761 1.14 2.58 -2.47
N 2.2087 0.0865 0.0031 -2.13 1.27 0.18
C 1.6961 -1.0899 0.0623 -0.95 2.96 -1.91
S 0.1573 -1.4360 -0.7362 -0.93 -0.73 1.35
C -0.9317 -0.6435 0.6988 5.41 -0.66 0.76
C -1.9073 0.0935 0.0294 -1.51 2.45 -1.33
O -1.5367 1.3067 -0.3118 2.37 2.05 0.52
S -3.3618 -0.5510 -0.3263 -0.16 0.18 -0.13
H 1.4994 2.1167 -0.5637 0.13 -3.60 0.33
H 0.8189 0.7705 -1.4786 0.89 0.42 2.39
H 2.1887 -1.7627 0.6433 1.59 -2.26 1.06
H -0.0584 -0.0652 1.2967 -2.65 -1.31 -1.01
H -1.4566 -1.4178 1.1493 0.01 -1.65 1.39
H -0.4939 1.5542 0.0098 -3.22 -1.69 -1.12